No. 1
The following is a quantum chemistry calculation of a cluster of 3 separate species, C27H67BN2O8P in total at a distorted geometry, from OMol25.

Values from the calculation:
* charge: -1
* energy: -2146.43784 a.u.
* Kohn-Sham gap: 5.789 eV
* HOMO level: -3.3 eV

Each line ends with the Mulliken charge.
Geometry (Å):
C 2.961 0.606 1.627  -0.046
C 3.091 2.157 1.549  -0.652
C 1.769 2.927 1.198  -0.696
C 0.444 2.228 1.648  -0.448
C -0.142 1.165 0.638  0.013
P -0.961 1.890 -0.948  1.522
C -2.235 2.930 0.050  -1.185
O -1.995 4.373 -0.095  -0.348
C -3.041 4.988 -0.802  -0.648
C -4.323 5.206 0.056  -0.208
C -4.100 6.111 1.323  -1.095
O 0.055 0.922 -2.021  -0.563
C 1.133 1.652 -2.576  0.025
C 0.716 2.812 -3.529  -0.711
C -0.006 2.326 -4.825  -0.214
C 0.375 3.325 -5.989  -1.219
B -2.244 0.380 -0.968  0.624
O -2.142 -0.596 -2.018  -0.629
O -3.258 0.172 0.024  -0.303
C -4.552 -0.015 -0.530  -0.392
C -5.130 -1.334 0.103  -1.053
H 3.922 0.105 1.881  0.439
H 2.206 0.238 2.341  -0.045
H 2.716 0.255 0.607  -0.409
H 3.534 2.494 2.515  0.319
H 3.870 2.367 0.782  0.342
H 1.820 3.891 1.756  0.410
H 1.807 3.195 0.130  0.290
H 0.696 1.675 2.584  -0.249
H -0.264 3.021 1.951  0.528
H 0.599 0.408 0.310  -0.418
H -0.918 0.582 1.204  -0.151
H -0.025 2.992 -0.900  0.095
H -1.624 2.411 -2.161  -0.532
H -2.263 2.714 1.139  0.047
H -3.244 2.758 -0.396  0.464
H -2.702 5.990 -1.154  0.495
H -3.319 4.433 -1.727  0.268
H -5.190 5.575 -0.523  0.523
H -4.615 4.200 0.436  0.045
H -4.234 5.506 2.242  0.247
H -3.108 6.592 1.304  0.291
H -4.927 6.854 1.342  0.310
H 1.830 1.964 -1.764  -0.242
H 1.705 0.926 -3.204  0.364
H 0.111 3.543 -2.954  0.206
H 1.649 3.368 -3.794  0.653
H -1.088 2.486 -4.651  0.111
H 0.236 1.282 -5.080  0.327
H -0.206 4.256 -5.865  0.307
H 1.444 3.614 -5.893  0.298
H 0.221 2.868 -6.989  0.347
H -2.531 -1.387 -1.624  0.185
H -4.560 -0.122 -1.630  0.345
H -5.235 0.822 -0.261  0.236
H -4.978 -1.284 1.199  0.190
H -6.183 -1.519 -0.178  0.409
H -4.516 -2.177 -0.277  0.213
C -2.588 -5.316 4.622  -0.788
O -3.264 -4.112 4.308  -0.297
C -3.622 -3.351 5.457  -0.840
C -2.858 -2.036 5.481  -0.052
N -1.440 -2.261 5.751  -0.341
C -0.609 -1.072 5.555  -1.356
C -0.483 -0.527 4.130  0.217
O 0.207 -1.396 3.244  -0.371
C -0.616 -2.354 2.601  -0.701
H -2.440 -5.868 3.694  0.234
H -1.608 -5.113 5.065  0.334
H -3.183 -5.932 5.303  0.347
H -3.467 -3.914 6.384  0.407
H -4.691 -3.133 5.379  0.394
H -3.275 -1.391 6.260  0.397
H -3.007 -1.547 4.511  0.064
H -1.102 -2.991 5.137  0.142
H 0.395 -1.333 5.901  0.433
H -0.971 -0.274 6.212  0.454
H 0.125 0.379 4.185  0.255
H -1.445 -0.217 3.708  0.200
H -1.630 -1.984 2.432  0.281
H -0.644 -3.286 3.175  0.228
H -0.166 -2.580 1.633  0.363
C 1.611 -1.933 -2.828  -0.440
O 2.862 -1.330 -3.131  -0.416
C 3.603 -0.985 -1.972  -0.691
C 4.874 -1.817 -1.895  -0.342
N 4.566 -3.216 -1.606  -0.322
C 5.709 -4.112 -1.754  -0.712
C 6.282 -4.294 -3.162  -0.499
O 5.401 -4.950 -4.061  -0.434
C 4.498 -4.091 -4.743  -0.529
H 1.074 -2.079 -3.766  0.238
H 1.756 -2.911 -2.353  0.386
H 1.007 -1.288 -2.183  -0.001
H 3.007 -1.089 -1.064  0.371
H 3.879 0.069 -2.065  0.396
H 5.520 -1.420 -1.107  0.439
H 5.396 -1.714 -2.855  0.199
H 3.833 -3.525 -2.232  0.066
H 5.386 -5.094 -1.397  0.379
H 6.509 -3.781 -1.083  0.410
H 7.153 -4.950 -3.074  0.359
H 6.651 -3.356 -3.592  0.340
H 4.923 -3.100 -4.919  0.271
H 3.557 -4.004 -4.196  0.176
H 4.273 -4.546 -5.709  0.317

=====

No. 2
The following is a quantum chemistry calculation of a cluster of 21 separate species, C27H67O24P in total at a distorted geometry, from OMol25.

Values from the calculation:
* energy above the lowest of the compared OMol25 structures with the same formula, charge and spin: 235.8 kcal/mol
* charge: 0
* energy: -3215.57936 a.u.
* Kohn-Sham gap: 6.964 eV
* HOMO level: -7.8 eV

Each line ends with the Mulliken charge.
Geometry (Å):
C 6.215 -0.435 0.401  -0.997
C 5.284 -1.510 -0.405  -0.178
C 3.926 -0.678 -0.784  -0.459
C 2.752 -1.593 -1.390  -0.350
O 1.640 -0.864 -1.993  -0.476
C 1.573 0.488 -1.571  0.091
C 2.201 1.638 -2.452  -0.613
C 2.123 3.149 -2.042  -0.588
C 1.443 3.634 -0.701  0.564
P 1.353 5.474 -0.223  0.282
C 1.056 6.443 -1.858  -0.505
O -0.084 5.811 0.687  -0.508
C 0.819 2.485 0.181  0.120
C 0.880 0.969 -0.257  0.514
C 0.140 -0.084 0.722  0.045
O 0.625 -1.199 1.046  -0.590
C -1.282 0.461 1.271  0.663
C -2.546 -0.432 1.312  -0.117
C -3.862 0.261 1.819  0.442
C -5.269 -0.547 1.861  -0.606
C -6.250 0.290 0.878  0.685
C -7.453 1.150 1.434  -0.135
C -8.380 1.991 0.478  -0.580
C -8.193 2.022 -1.058  -0.533
C -6.975 1.159 -1.631  -0.833
C -6.048 0.330 -0.677  0.539
C -4.838 -0.452 -1.424  -0.781
C -3.913 1.757 2.300  -0.418
C -2.641 2.654 2.259  -0.959
C -1.337 1.971 1.726  0.342
C 0.051 2.789 1.574  -0.090
O 0.507 3.548 2.467  -0.501
H 7.311 -0.494 0.090  0.215
H 6.034 -0.563 1.522  0.220
H 5.850 0.618 0.106  0.313
H 5.786 -1.719 -1.426  0.283
H 5.078 -2.453 0.196  0.397
H 4.296 0.140 -1.515  0.115
H 3.548 -0.247 0.206  0.306
H 2.375 -2.260 -0.519  0.171
H 3.189 -2.333 -2.167  0.304
H 2.684 1.286 -3.436  0.341
H 2.574 3.936 -2.753  0.303
H 1.482 7.499 -1.705  0.117
H 1.508 5.889 -2.745  0.233
H -0.086 6.577 -1.968  0.210
H -0.853 5.305 0.335  0.311
H -2.488 -1.524 0.982  -0.106
H -5.627 -0.491 2.958  0.368
H -5.102 -1.611 1.490  0.263
H -7.646 1.171 2.555  0.421
H -9.229 2.629 0.923  0.218
H -8.837 2.643 -1.778  0.286
H -6.831 1.199 -2.770  0.205
H -3.872 0.024 -1.027  0.055
H -4.889 -1.584 -1.290  0.230
H -4.859 -0.218 -2.555  0.389
H -4.903 2.201 2.679  0.128
H -2.600 3.754 2.559  0.374
O -8.803 -2.355 2.122  -0.709
H -9.616 -1.835 2.130  0.281
H -8.148 -1.759 1.732  0.373
O 2.038 9.349 -2.333  -0.632
H 1.361 10.036 -2.246  0.316
H 2.865 9.809 -2.143  0.283
O 5.205 -4.379 -1.090  -0.545
H 6.028 -4.851 -1.271  0.245
H 4.520 -4.973 -1.416  0.215
O 0.477 5.691 -4.907  -0.582
H -0.134 6.436 -4.967  0.297
H 0.517 5.348 -5.808  0.283
O -1.761 -3.320 -0.762  -0.616
H -1.124 -2.671 -0.431  0.323
H -1.215 -3.967 -1.227  0.294
O 7.622 -2.886 -0.192  -0.477
H 8.448 -3.359 -0.373  0.397
H 6.934 -3.480 -0.519  0.212
O 1.426 -4.818 -1.906  -0.641
H 1.493 -5.080 -0.978  0.354
H 1.186 -3.883 -1.866  0.241
O 3.463 -7.206 -1.014  -0.599
H 2.583 -6.814 -1.079  0.275
H 3.361 -7.907 -0.355  0.313
O 4.653 6.074 0.111  -0.604
H 5.491 6.427 0.435  0.282
H 4.195 5.784 0.910  0.325
O -5.416 3.617 0.009  -0.729
H -4.588 3.157 -0.176  0.293
H -6.095 3.013 -0.329  0.359
O 10.732 -2.943 0.238  -0.662
H 10.801 -3.204 1.168  0.364
H 10.487 -2.010 0.275  0.333
O -10.078 0.684 3.392  -0.598
H -10.002 0.415 4.317  0.316
H -10.342 1.612 3.440  0.287
O 6.425 1.805 -1.679  -0.595
H 5.620 2.341 -1.679  0.291
H 7.090 2.384 -2.073  0.272
O 4.678 -6.722 -3.815  -0.617
H 5.453 -7.290 -3.899  0.311
H 4.383 -6.860 -2.905  0.335
O -7.080 -4.808 2.893  -0.674
H -7.763 -5.443 3.142  0.314
H -7.576 -4.004 2.679  0.384
O -3.309 -3.000 2.871  -0.594
H -2.482 -3.465 2.690  0.305
H -3.991 -3.600 2.542  0.297
O -7.524 -4.618 5.923  -0.634
H -6.720 -4.627 6.456  0.315
H -7.226 -4.892 5.044  0.334
O 10.617 -4.501 2.628  -0.654
H 10.421 -4.770 3.534  0.307
H 10.667 -5.333 2.141  0.308
O 4.812 -9.219 0.662  -0.593
H 5.579 -9.438 0.118  0.298
H 4.955 -9.713 1.478  0.291
O -0.674 10.093 -1.711  -0.630
H -1.557 10.478 -1.780  0.302
H -0.773 9.396 -1.050  0.321